## w
Computed, not measured: a structure of composition C14H28O28S7, with ωB97M-V/def2-TZVPD.

CARTESIAN COORDINATES (ANGSTROEM)
S -0.28 1.12 5.32
S -1.34 -0.08 -0.52
S 0.24 4.25 -3.69
S 3.26 -1.80 -2.56
S -6.22 -3.75 0.24
S -0.43 -3.74 2.43
S 3.81 2.34 1.16
O 2.95 -0.40 -3.20
O 1.10 0.52 4.88
O -2.57 -0.04 0.51
O -7.03 -2.79 0.91
O 0.90 -2.94 2.52
O 0.10 2.59 5.20
O 2.65 2.74 1.93
O -0.64 0.77 6.63
O -6.50 -5.09 0.31
O 4.86 1.55 1.75
O 0.44 5.17 -4.77
O 1.22 4.09 -2.71
O -4.75 -3.43 0.62
O -0.25 2.92 -4.29
O -0.24 -0.28 0.55
O -0.58 -4.49 3.61
O -1.15 1.21 -1.15
O 4.46 -2.27 -3.08
O -1.11 4.65 -3.04
O 2.07 -2.56 -3.27
O 0.04 -4.64 1.25
O -6.07 -3.44 -1.34
O 3.26 1.64 -0.10
O -1.30 -1.26 -1.36
O 3.03 -1.75 -1.17
O -1.52 -2.94 2.01
O 4.50 3.55 0.40
O -1.25 0.82 4.29
C -1.71 2.91 -4.38
C 2.14 1.42 5.40
C 3.57 2.40 -1.35
C -0.55 0.12 1.88
C 1.49 -0.22 -3.37
C -2.08 3.58 -3.09
C 1.04 -1.63 -3.80
C -3.98 -3.42 -0.60
C 1.58 2.73 5.00
C 3.75 3.79 -0.81
C -4.85 -2.78 -1.59
C 1.85 -3.23 1.50
C 1.04 -3.93 0.45
C -2.15 0.08 1.90
H 1.64 -4.59 -0.15
H -2.00 3.47 -5.25
H -3.00 4.09 -2.95
H 0.92 -1.75 -4.88
H 3.12 1.06 4.98
H -3.76 -4.48 -0.92
H -1.99 1.87 -4.44
H -3.06 -2.87 -0.39
H 0.49 -3.19 -0.17
H 1.89 3.57 5.61
H 1.74 3.00 3.97
H -2.46 1.03 2.35
H 2.60 -3.85 2.05
H 2.74 2.16 -1.96
H 1.38 0.54 -4.16
H -4.98 -1.69 -1.55
H -2.65 -0.70 2.47
H -0.16 1.16 2.12
H 4.48 1.97 -1.65
H 2.19 1.30 6.45
H -4.56 -2.94 -2.64
H -0.27 -0.63 2.61
H 1.07 0.13 -2.42
H -1.96 2.82 -2.29
H 2.37 -2.33 1.15
H 0.09 -1.92 -3.36
H 4.39 4.36 -1.48
H 2.89 4.38 -0.49

The multiplicity is 1. Its HOMO-LUMO gap is 10.9 eV. Its LUMO energy is -0.18 eV.


## x
Computed, not measured: a structure of composition C14H28O28S7, with ωB97M-V/def2-TZVPD.

CARTESIAN COORDINATES (ANGSTROEM)
S 3.26 -3.08 -5.00
S 8.97 -2.15 -15.64
S 4.79 -2.95 -13.88
S 8.92 -0.60 -7.02
S 12.13 -6.25 -9.32
S 7.58 -3.07 -10.72
S 10.16 -6.71 -15.50
O 7.26 -3.91 -9.38
O 11.25 -6.50 -8.01
O 9.65 -6.33 -16.76
O 4.97 -1.59 -14.22
O 12.64 -7.48 -9.77
O 10.43 -1.52 -15.78
O 2.83 -4.09 -4.12
O 7.55 -0.07 -7.64
O 7.55 -3.95 -11.82
O 9.22 -3.32 -16.66
O 10.90 -5.80 -10.24
O 8.72 -2.27 -10.47
O 3.73 -3.41 -6.30
O 9.15 -1.93 -7.44
O 6.30 -2.15 -10.66
O 8.82 -2.67 -14.34
O 3.74 -3.62 -14.86
O 9.02 -7.54 -14.76
O 2.11 -1.98 -5.07
O 9.82 0.43 -7.78
O 4.45 -3.27 -12.57
O 7.99 -1.27 -16.15
O 12.98 -5.14 -9.15
O 6.03 -3.78 -14.42
O 8.95 -0.36 -5.62
O 4.37 -2.14 -4.34
O 11.41 -7.33 -15.34
O 10.14 -5.48 -14.48
C 10.93 -1.80 -17.09
C 9.71 -6.40 -9.71
C 9.28 0.69 -9.08
C 3.96 -0.76 -4.37
C 9.88 -6.09 -8.23
C 2.77 -0.74 -5.31
C 7.75 0.64 -8.87
C 5.88 -3.99 -15.82
C 9.25 -5.73 -13.38
C 6.33 -3.19 -8.58
C 4.35 -4.10 -16.06
C 10.47 -3.23 -17.39
C 5.43 -2.50 -9.58
C 9.15 -7.24 -13.37
H 9.61 -7.48 -9.83
H 3.99 -3.46 -16.86
H 3.09 -0.70 -6.35
H 9.66 1.67 -9.34
H 7.27 1.62 -8.87
H 9.78 -5.02 -8.04
H 4.76 -0.17 -4.84
H 10.59 -1.06 -17.82
H 12.01 -1.73 -17.02
H 6.87 -2.52 -7.92
H 9.59 -0.03 -9.84
H 9.74 -5.35 -12.49
H 5.77 -3.83 -7.90
H 3.80 -0.43 -3.35
H 2.10 0.10 -5.15
H 8.30 -5.23 -13.53
H 4.02 -5.12 -16.25
H 10.03 -7.71 -12.93
H 8.26 -7.57 -12.83
H 7.30 0.02 -9.64
H 9.25 -6.67 -7.57
H 4.63 -3.13 -9.98
H 5.02 -1.60 -9.14
H 10.20 -3.34 -18.44
H 8.86 -5.96 -10.21
H 6.33 -4.96 -16.05
H 6.34 -3.25 -16.47
H 11.15 -4.00 -17.03

The multiplicity is 1. Its HOMO-LUMO gap is 11.2 eV. Its LUMO energy is 0.12 eV.


Relative energies with respect to the most stable structure, expressed in kcal/mol: w 17.8; x 0.0.